Model w:
{"formula": "C7H11N3O", "method": "the ωB97M-V functional and the def2-TZVPD basis", "elements": ["C", "C", "C", "C", "C", "C", "C", "N", "N", "N", "O", "H", "H", "H", "H", "H", "H", "H", "H", "H", "H", "H"], "xyz": [[-2.91, 0.29, -0.65], [-2.08, 1.41, -0.77], [-2.47, -1.01, -0.15], [-0.79, 1.18, -0.55], [-1.15, -1.18, 0.11], [-0.30, -0.10, -0.23], [1.16, -0.36, -0.38], [1.83, -1.52, 0.00], [1.80, 0.48, -1.21], [1.56, 0.41, 1.83], [3.06, 0.42, -1.44], [-3.94, 0.33, -0.89], [-2.36, 2.28, -1.27], [-3.34, -1.71, 0.19], [-0.07, 1.91, -0.50], [-0.68, -2.12, 0.43], [2.84, -1.34, 0.09], [1.37, -2.18, 0.60], [1.26, 1.11, -1.85], [0.87, 0.32, 2.51], [2.42, -0.04, 2.18], [1.93, 1.43, 1.95]], "lowdin_charge": [-0.061, -0.082, -0.073, -0.078, -0.053, -0.160, -0.339, 0.122, -0.146, 0.038, -0.177, 0.078, 0.099, 0.136, 0.091, 0.107, 0.103, 0.077, 0.167, 0.004, 0.052, 0.096], "smiles": "N/C(=[NH+]\\[O-])c1ccccc1.N", "lumo_ev": [0.560, 0.560]}

=====

Model x:
{"formula": "C7H11N3O", "method": "the ωB97M-V functional and the def2-TZVPD basis", "elements": ["C", "C", "C", "C", "C", "C", "C", "N", "N", "N", "O", "H", "H", "H", "H", "H", "H", "H", "H", "H", "H", "H"], "xyz": [[3.32, -0.46, -0.69], [2.20, -0.13, 1.03], [-0.19, 1.74, -1.11], [0.19, 0.77, -0.08], [-2.04, -1.10, -0.67], [-1.38, -1.01, 0.70], [-0.80, 0.39, 1.00], [3.37, -0.56, 0.65], [2.19, 0.01, -1.15], [1.46, 0.23, -0.05], [-1.81, 1.34, 1.18], [4.13, -0.75, -1.32], [1.87, -0.03, 2.04], [0.53, 1.96, -1.87], [-1.16, 2.17, -1.14], [-1.35, -0.81, -1.46], [-2.92, -0.47, -0.73], [-2.36, -2.13, -0.86], [-0.57, -1.74, 0.76], [-2.11, -1.23, 1.48], [-0.29, 0.35, 1.97], [-2.28, 1.46, 0.35]], "lowdin_charge": [-0.212, -0.132, 0.136, -0.199, -0.093, -0.182, -0.374, 0.081, 0.112, -0.093, -0.014, 0.102, 0.123, 0.044, 0.043, 0.069, 0.074, 0.073, 0.111, 0.116, 0.138, 0.075], "smiles": "C=C([C@@H](O)CC)n1cncn1", "lumo_ev": 0.524}

=====

Which of them is the most stable, and which is the least stable? model x and model w, in that order.

=====

Model w:
{"formula": "C5H9ClN3", "method": "the ωB97M-V functional and the def2-TZVPD basis", "elements": ["C", "C", "C", "C", "C", "N", "N", "N", "Cl", "H", "H", "H", "H", "H", "H", "H", "H", "H"], "xyz": [[-0.12, -2.07, -0.46], [-0.13, 0.55, 0.54], [-0.69, -1.78, 0.96], [1.18, -0.08, -0.31], [1.70, 0.79, -1.36], [0.61, -1.24, -0.95], [-0.89, -0.35, 1.12], [-0.39, 1.80, 0.65], [2.26, -0.43, 1.11], [-0.39, -3.00, -0.89], [-1.61, -2.23, 1.23], [0.21, -2.04, 1.56], [2.46, 0.28, -1.97], [2.27, 1.77, -1.09], [0.87, 1.21, -2.00], [-1.63, -0.07, 1.75], [0.26, 2.50, 0.06], [-1.13, 2.03, 1.19]], "lowdin_charge": [-0.090, -0.319, -0.088, -0.739, -0.106, 0.076, 0.083, 0.235, 0.749, 0.122, 0.122, 0.114, 0.104, 0.123, 0.119, 0.177, 0.227, 0.093], "smiles": "C[C@]1(Cl)N=CCNC1=[NH2+]", "lumo_ev": -3.487, "charge": 1}

=====

Model x:
{"formula": "C5H9ClN3", "method": "the ωB97M-V functional and the def2-TZVPD basis", "elements": ["C", "C", "C", "C", "C", "N", "N", "N", "Cl", "H", "H", "H", "H", "H", "H", "H", "H", "H"], "xyz": [[1.53, 1.92, 0.40], [0.61, -0.97, 0.35], [0.52, 1.28, -0.48], [2.84, -0.02, 0.67], [-1.49, -0.24, -0.68], [2.49, 1.20, 0.81], [-0.14, 0.01, -0.04], [0.14, -2.16, 0.63], [3.86, -0.50, -0.63], [1.49, 2.97, 0.63], [-0.33, 2.01, -0.86], [1.15, 1.07, -1.37], [3.10, -0.71, 1.57], [-1.34, -0.70, -1.63], [-2.26, -0.75, -0.07], [-1.82, 0.74, -0.84], [0.75, -2.96, 0.70], [-0.74, -2.38, 1.24]], "lowdin_charge": [-0.020, -0.185, -0.103, -0.585, 0.018, 0.033, -0.119, 0.120, 0.722, 0.138, 0.171, 0.143, 0.132, 0.096, 0.106, 0.053, 0.103, 0.177], "lumo_ev": -4.431, "charge": 1}

=====

Which of them is the most stable, and which is the least stable? model w and model x, in that order.

=====

Model w:
{"formula": "C2H5NO3", "method": "the ωB97M-V functional and the def2-TZVPD basis", "elements": ["O", "C", "N", "C", "O", "H", "H", "H", "H", "H", "O"], "xyz": [[0.34, -0.85, -1.75], [1.17, 0.02, -1.67], [0.87, 1.27, -1.18], [-0.33, 1.61, -0.60], [-0.60, 2.74, -0.26], [2.16, -0.12, -2.11], [1.51, 2.04, -1.03], [-1.02, 0.76, -0.46], [-1.35, -1.86, 2.54], [-1.29, -2.83, 3.73], [-1.45, -2.78, 2.79]], "lowdin_charge": [0.056, -0.313, 0.089, -0.315, 0.056, 0.132, 0.155, 0.141, 0.023, 0.028, -0.051], "smiles": "O=CNC=O.O", "lumo_ev": 0.552}

=====

Model x:
{"formula": "C2H5NO3", "method": "the ωB97M-V functional and the def2-TZVPD basis", "elements": ["O", "C", "N", "C", "O", "H", "H", "H", "H", "H", "O"], "xyz": [[1.46, 0.77, 0.07], [0.39, 1.25, -0.19], [-0.71, 0.54, -0.66], [-0.53, -0.74, -1.29], [0.46, -1.10, -1.83], [0.22, 2.33, -0.06], [-1.59, 1.03, -0.71], [-1.47, -1.32, -1.20], [0.77, -0.34, 2.37], [0.54, -1.21, 1.26], [0.46, -1.22, 2.24]], "lowdin_charge": [0.057, -0.324, 0.085, -0.295, 0.108, 0.134, 0.130, 0.134, 0.010, 0.019, -0.058], "smiles": "O=CNC=O.O", "lumo_ev": 0.361}

=====

Which of them is the most stable, and which is the least stable? model w and model x, in that order.

=====

Model w:
{"formula": "C2H5NO3", "method": "the ωB97M-V functional and the def2-TZVPD basis", "elements": ["C", "C", "N", "O", "O", "O", "H", "H", "H", "H", "H"], "xyz": [[0.58, -0.64, 0.10], [-1.40, 0.06, 0.48], [1.61, -0.69, -0.81], [-2.25, 0.57, -0.40], [0.03, 0.67, 0.20], [-1.71, -0.54, 1.46], [-1.76, 0.98, -1.13], [0.06, 1.56, 1.14], [0.75, -1.14, 1.05], [1.53, -0.13, -1.65], [2.56, -0.72, -0.46]], "lowdin_charge": [-0.293, -0.561, 0.044, 0.154, -0.129, 0.155, 0.132, 0.224, 0.116, 0.080, 0.078], "lumo_ev": [0.150, 0.205]}

=====

Model x:
{"formula": "C2H5NO3", "method": "the ωB97M-V functional and the def2-TZVPD basis", "elements": ["O", "C", "N", "C", "O", "H", "H", "H", "H", "H", "O"], "xyz": [[-1.16, 2.75, 1.02], [-1.51, 1.85, 0.31], [-0.82, 0.62, 0.18], [0.46, 0.64, -0.38], [1.37, 0.03, 0.10], [-2.40, 2.02, -0.31], [-0.81, 0.06, 1.04], [0.58, 1.24, -1.29], [1.32, -3.84, -0.27], [1.34, -2.41, 0.15], [1.63, -2.97, -0.55]], "lowdin_charge": [0.104, -0.293, 0.066, -0.317, 0.057, 0.129, 0.143, 0.142, 0.040, -0.010, -0.059], "smiles": "O=CNC=O.O", "lumo_ev": 0.303}

=====

Which of them is the most stable, and which is the least stable? model x and model w, in that order.

=====

Model w:
{"formula": "C2H5NO3", "method": "the ωB97M-V functional and the def2-TZVPD basis", "elements": ["C", "C", "N", "O", "O", "O", "H", "H", "H", "H", "H"], "xyz": [[0.29, 0.54, 0.97], [0.03, -0.63, -1.34], [0.50, 0.51, -1.99], [1.69, 0.79, -1.92], [-0.36, 1.16, -2.59], [-1.24, -0.95, -1.55], [0.44, -0.34, 1.56], [-0.68, 0.99, 0.97], [1.13, 1.15, 0.70], [0.72, -1.37, -0.99], [-1.62, -0.21, -2.08]], "lowdin_charge": [0.116, -0.145, -0.423, 0.056, 0.031, 0.079, 0.001, 0.011, 0.005, 0.143, 0.127], "lumo_ev": [-0.533, -1.263]}

=====

Model x:
{"formula": "C2H5NO3", "method": "the ωB97M-V functional and the def2-TZVPD basis", "elements": ["C", "C", "O", "O", "O", "N", "H", "H", "H", "H", "H"], "xyz": [[-1.23, 0.46, -0.24], [0.84, -0.04, -0.21], [2.28, 0.23, 0.18], [0.84, -1.34, -0.06], [-1.65, -0.49, 0.71], [0.20, 1.01, 0.01], [2.38, 1.13, 0.53], [1.92, -1.45, 0.15], [-2.35, -1.03, 0.34], [-1.83, 1.37, -0.12], [-1.40, 0.14, -1.28]], "lowdin_charge": [-0.272, -0.499, -0.054, 0.078, -0.041, 0.149, 0.090, 0.227, 0.097, 0.104, 0.120], "smiles": "OCN=C(O)O", "lumo_ev": 0.513}

=====

Which of them is the most stable, and which is the least stable? model x and model w, in that order.

=====

Model w:
{"formula": "C4H4O2S", "method": "the ωB97M-V functional and the def2-TZVPD basis", "elements": ["C", "C", "C", "C", "H", "H", "H", "H", "O", "O", "S"], "xyz": [[0.00, -0.26, -0.60], [0.46, 1.00, -1.08], [0.45, 1.17, 1.13], [0.09, -0.12, 0.80], [-1.77, -2.15, -1.08], [0.48, 1.22, -2.07], [0.77, 1.78, 1.97], [-0.82, -1.69, 1.06], [0.82, 1.86, -0.18], [-0.22, -1.09, 1.69], [-0.27, -1.71, -1.64]], "lowdin_charge": [-0.576, -0.188, 0.076, -0.404, 0.015, 0.095, 0.114, 0.139, 0.009, 0.030, 0.689], "smiles": "Oc1cocc1S", "lumo_ev": -0.087}

=====

Model x:
{"formula": "C4H4O2S", "method": "the ωB97M-V functional and the def2-TZVPD basis", "elements": ["C", "C", "C", "C", "H", "H", "H", "H", "O", "O", "S"], "xyz": [[1.63, -0.11, -0.30], [0.63, -0.05, 0.90], [-1.23, 0.68, -0.64], [-1.31, -0.61, -0.18], [1.11, -0.59, -1.10], [1.08, 0.15, 1.93], [-2.05, 1.08, -1.06], [-2.12, -1.30, -0.48], [2.78, 0.25, -0.25], [-0.36, -1.11, 0.75], [-0.13, 1.62, 0.44]], "lowdin_charge": [-0.307, -0.452, -0.346, -0.185, 0.114, 0.143, 0.019, 0.131, 0.058, -0.097, 0.922], "smiles": "O=C[C@@H]1OC=CS1", "lumo_ev": 0.523}

=====

Which of them is the most stable, and which is the least stable? model x and model w, in that order.